Here is a cluster of 10 separate species, C67H170N22O9P6 in total at a distorted geometry from OMol25. Energies are from ωB97M-V with the def2-TZVPD basis set.

Last column: Mulliken charge in e.
Positions of all 274 atoms, in Å:
1 C 3.1191 -3.7927 -0.2832  -1.49
2 C 4.5023 -4.4547 -0.3543  2.43
3 C 5.4618 -3.5353 0.3607  -0.28
4 C 6.8635 -4.1086 0.4828  -1.03
5 C 6.8464 -5.4655 1.1890  -1.25
6 C 5.7593 -6.4506 0.7061  1.59
7 N 4.4596 -5.7053 0.4410  1.05
8 O 3.5357 -6.7092 -0.1591  -0.58
9 C 6.2920 -7.2248 -0.5143  -1.87
10 C 5.5021 -7.4072 1.9290  -1.65
11 C 4.8830 -4.6532 -1.8189  -2.11
12 H 2.8913 -3.3703 0.7099  -1.10
13 H 2.3478 -4.4523 -0.6546  0.81
14 H 3.0831 -2.8745 -0.9175  0.16
15 H 5.5132 -2.5725 -0.1604  0.60
16 H 5.0906 -3.4198 1.3766  -0.59
17 H 7.4979 -3.4589 1.0798  0.42
18 H 7.4014 -4.2794 -0.4634  0.44
19 H 6.7493 -5.3136 2.2751  0.34
20 H 7.8412 -5.8782 0.9923  0.38
21 H 5.4880 -7.5719 -1.1494  0.27
22 H 7.0194 -6.6736 -1.1436  0.36
23 H 6.9131 -8.1226 -0.2896  0.46
24 H 6.3624 -8.0826 2.1436  0.41
25 H 5.3190 -6.7870 2.8103  0.18
26 H 4.6046 -8.0113 1.7905  0.39
27 H 4.1151 -5.2242 -2.3141  0.41
28 H 5.7859 -5.1743 -1.9998  0.41
29 H 4.9651 -3.7448 -2.4382  0.34
30 H 2.8417 -6.9145 0.4967  0.30
31 C 6.5758 3.6209 0.7536  -1.82
32 C 5.6067 4.8511 0.8568  1.62
33 C 6.1106 6.0461 0.0263  -1.33
34 C 5.0440 7.0730 -0.2507  -0.50
35 C 3.8243 6.4065 -0.8615  -1.37
36 C 3.2507 5.2527 -0.0115  2.51
37 N 4.3874 4.2802 0.2832  -0.38
38 O 3.8565 3.2826 1.1710  0.34
39 C 2.6175 5.8023 1.2351  -1.81
40 C 2.1902 4.5508 -0.8428  -2.15
41 C 5.5249 5.2222 2.3682  -1.49
42 H 7.5970 3.8100 1.1591  0.42
43 H 6.6337 3.2284 -0.2509  0.46
44 H 6.2492 2.8936 1.4813  0.22
45 H 6.9588 6.5212 0.5374  0.36
46 H 6.6073 5.6493 -0.8585  0.44
47 H 5.3200 7.8956 -0.9433  0.38
48 H 4.7457 7.4955 0.7395  0.26
49 H 4.2117 6.0438 -1.7924  0.38
50 H 2.9665 7.0548 -1.0125  0.46
51 H 3.1464 6.5958 1.7328  0.27
52 H 1.5984 6.1490 1.0935  0.48
53 H 2.5353 5.0906 2.0345  0.27
54 H 1.5881 3.8726 -0.2683  -0.11
55 H 1.5447 5.3241 -1.2968  0.53
56 H 2.6848 3.9681 -1.6332  0.59
57 H 4.9634 6.1140 2.5706  0.32
58 H 6.5050 5.2477 2.8708  0.45
59 H 4.9884 4.3765 2.8178  0.18
60 H 3.6832 2.5084 0.6473  0.11
61 C 0.5667 -1.3713 -1.9474  -0.13
62 C 0.5818 -0.3002 -0.8169  2.43
63 C -0.2984 0.8628 -1.2967  -0.42
64 C -0.6622 1.8699 -0.1558  0.85
65 C -1.3326 1.0617 1.0075  -0.78
66 C -0.4747 -0.0738 1.5256  2.02
67 N -0.0412 -0.9010 0.3843  0.43
68 O 0.8812 -1.8830 0.8833  2.09
69 C 0.6699 0.4289 2.4084  -0.68
70 C -1.3828 -0.9663 2.4112  -1.57
71 C 2.0421 0.1051 -0.6108  -0.88
72 H 1.1994 -2.2313 -1.6902  -0.73
73 H 0.9412 -0.8963 -2.8636  0.58
74 H -0.4533 -1.7250 -2.1964  -0.61
75 H 0.1779 1.4545 -2.1159  0.54
76 H -1.2111 0.4101 -1.7073  -1.12
77 H -1.3719 2.6506 -0.4784  0.33
78 H 0.2965 2.2496 0.1872  -1.22
79 H -2.2791 0.6515 0.5862  0.23
80 H -1.5908 1.7867 1.7871  -0.56
81 H 1.3238 1.1413 1.9341  -0.24
82 H 0.3232 0.9336 3.3145  0.79
83 H 1.1671 -0.4537 2.8085  -0.61
84 H -0.7617 -1.7342 2.8182  -0.45
85 H -1.7781 -0.3766 3.2638  0.38
86 H -2.2126 -1.2889 1.8131  0.61
87 H 2.4862 0.6547 -1.4339  0.72
88 H 2.6532 -0.7308 -0.3833  -0.32
89 H 2.1330 0.7945 0.2351  -0.63
90 H 0.4430 -2.7193 0.6562  -0.72
91 N -0.6848 -4.4940 -1.2305  0.50
92 C -1.5232 -3.7530 -0.4597  -0.19
93 C -2.0291 -4.5553 0.5324  -0.62
94 C -1.4279 -5.8324 0.3636  -0.87
95 C -0.5866 -5.7116 -0.7303  -0.83
96 H -0.1632 -4.1193 -2.0033  0.32
97 H -1.6735 -2.7019 -0.7817  -0.08
98 H -2.8011 -4.2392 1.2540  0.49
99 H -1.5543 -6.6830 0.9910  0.54
100 H 0.0359 -6.4613 -1.1609  0.65
101 O -6.1966 0.0238 -4.3473  -0.74
102 P -5.9041 -1.4283 -4.2597  -0.43
103 N -5.6669 -2.2257 -5.7272  0.49
104 C -4.4969 -1.7610 -6.4195  -1.08
105 C -6.7319 -2.6921 -6.5208  -1.05
106 N -7.1773 -2.2259 -3.6237  0.22
107 C -8.0324 -1.3481 -2.8369  -0.94
108 C -7.1105 -3.5837 -3.1618  -1.06
109 N -4.5204 -1.6150 -3.4621  1.08
110 C -4.0950 -0.5699 -2.5349  -0.04
111 C -4.0154 -2.9677 -3.2157  -1.25
112 H -4.6921 -0.8495 -6.9909  0.32
113 H -4.2209 -2.4605 -7.1937  0.55
114 H -3.6552 -1.6704 -5.7580  0.09
115 H -6.4075 -3.5858 -7.0829  0.32
116 H -7.1930 -1.8905 -7.1398  0.28
117 H -7.5253 -3.1052 -5.8884  0.35
118 H -8.4076 -0.5783 -3.4997  0.28
119 H -8.8769 -1.8961 -2.3794  0.38
120 H -7.4337 -0.8915 -2.0297  0.21
121 H -6.4508 -3.7366 -2.2939  0.27
122 H -8.1200 -3.8491 -2.8291  0.47
123 H -6.8018 -4.3008 -3.9277  0.29
124 H -3.9242 -0.9729 -1.5147  0.35
125 H -3.1923 -0.0517 -2.9367  -0.39
126 H -4.8495 0.2534 -2.3581  -0.18
127 H -2.9293 -2.8435 -3.4917  0.30
128 H -4.3779 -3.7163 -3.9201  0.50
129 H -4.0892 -3.4096 -2.2076  0.24
130 O 6.3457 -0.9842 5.5350  -0.96
131 P 5.0097 -1.1053 5.0553  -0.01
132 N 4.1759 -2.4772 5.3850  0.83
133 C 4.5778 -3.7119 4.6175  -0.42
134 C 3.9120 -2.7619 6.7990  -0.98
135 N 5.0220 -1.1351 3.4470  0.74
136 C 3.7252 -1.0300 2.7945  -0.83
137 C 6.0667 -0.4118 2.7289  -0.92
138 N 4.1192 0.0010 5.8479  0.34
139 C 2.7721 0.2791 5.4017  -0.42
140 C 4.7721 1.1943 6.3929  -0.93
141 H 3.9110 -4.5157 4.9160  -0.50
142 H 5.5668 -4.1099 4.8696  0.45
143 H 4.5013 -3.5119 3.5433  0.19
144 H 4.8715 -2.8246 7.3749  0.29
145 H 3.4804 -3.7326 6.9624  0.25
146 H 3.2623 -1.9949 7.2617  0.28
147 H 3.7619 -1.4184 1.7731  0.63
148 H 3.1041 -1.7706 3.3290  -0.52
149 H 3.3366 -0.0030 2.8063  0.41
150 H 6.5197 -1.0486 1.9196  0.03
151 H 5.6499 0.5222 2.2856  0.22
152 H 6.8763 -0.0660 3.3896  0.43
153 H 2.8368 1.1328 4.6973  0.01
154 H 2.3367 -0.6223 5.0229  -0.18
155 H 2.1999 0.4843 6.2838  0.58
156 H 5.6985 0.8688 6.8892  0.32
157 H 4.0970 1.6368 7.1132  0.34
158 H 4.9755 1.9093 5.5727  0.19
159 O -4.3407 4.9564 -1.6473  -0.90
160 P -5.1721 4.2935 -2.6918  -0.04
161 N -6.0061 5.2415 -3.8415  0.15
162 C -5.1498 6.2214 -4.4452  -0.98
163 C -7.2767 5.8565 -3.4512  -1.02
164 N -6.4079 3.4641 -2.0750  0.92
165 C -6.8339 3.5099 -0.7161  -0.66
166 C -7.1357 2.5573 -2.8949  -0.44
167 N -4.2795 3.4773 -3.7797  1.30
168 C -2.9356 3.1570 -3.5388  -0.15
169 C -4.8251 2.9406 -5.0401  -1.06
170 H -4.3244 5.7143 -4.9517  0.07
171 H -4.7478 6.7924 -3.6074  0.37
172 H -5.6512 6.8402 -5.2015  0.40
173 H -7.0955 6.8503 -2.9741  0.34
174 H -7.7677 5.1972 -2.7300  0.33
175 H -7.8930 6.1212 -4.3044  0.29
176 H -5.9705 3.6141 -0.0191  -0.14
177 H -7.4761 4.4002 -0.5016  0.27
178 H -7.4388 2.5732 -0.4588  0.32
179 H -6.5314 2.0541 -3.6579  -0.05
180 H -7.5219 1.8019 -2.1972  0.25
181 H -7.9420 3.0571 -3.4561  0.06
182 H -2.5028 3.7776 -2.7447  0.26
183 H -2.8338 2.0947 -3.1965  -0.20
184 H -2.2709 3.3492 -4.4104  -0.29
185 H -5.8583 3.2253 -5.2583  0.48
186 H -4.7755 1.8172 -5.0871  0.00
187 H -4.1228 3.3135 -5.7967  0.27
188 O -1.2964 -6.5962 4.4119  -0.98
189 P -0.1187 -5.8827 4.9433  0.52
190 N 0.3198 -6.5106 6.3799  0.27
191 C 1.5688 -6.2587 7.0253  -0.78
192 C -0.7659 -7.1428 7.1436  -1.21
193 N -0.4342 -4.2435 5.0096  0.60
194 C -1.8129 -3.8657 5.3076  -1.13
195 C 0.5522 -3.2953 5.4614  -0.94
196 N 1.2493 -5.9892 4.0267  1.20
197 C 1.3460 -5.1751 2.8131  -0.44
198 C 1.8773 -7.3092 3.9821  -1.16
199 H 2.2967 -5.8993 6.2978  -0.10
200 H 2.0928 -7.1708 7.2912  0.40
201 H 1.5457 -5.5402 7.8195  0.39
202 H -1.6010 -7.3287 6.5143  0.35
203 H -1.0455 -6.5132 7.9883  0.30
204 H -0.4606 -8.1491 7.4929  0.33
205 H -2.4697 -4.4835 4.6411  0.37
206 H -2.0819 -3.9871 6.3405  0.29
207 H -2.0009 -2.8315 4.9721  0.24
208 H 0.5518 -3.4013 6.5331  0.34
209 H 1.4842 -3.6065 4.9886  -0.05
210 H 0.2381 -2.2756 5.1686  0.59
211 H 2.3136 -4.6732 2.6801  -0.21
212 H 1.1096 -5.7746 1.9092  0.00
213 H 0.5543 -4.4188 2.8916  -0.14
214 H 1.3487 -7.9353 3.2639  0.24
215 H 1.7236 -7.7277 4.9397  0.61
216 H 2.9536 -7.2831 3.8095  0.04
217 O 1.5049 1.6217 -5.2670  -1.17
218 P 0.6165 1.7607 -6.4179  0.87
219 N -0.7053 0.7777 -6.6120  0.37
220 C -0.3347 -0.6229 -6.7535  -0.87
221 C -1.9321 1.0048 -5.8400  0.33
222 N 1.4112 1.5382 -7.8243  0.23
223 C 0.7457 1.4032 -9.0857  -1.07
224 C 2.8657 1.4143 -7.9194  -1.08
225 N -0.0592 3.3305 -6.4155  0.50
226 C 0.4628 4.3742 -5.5271  -1.11
227 C -0.8604 3.7775 -7.5063  -1.01
228 H -1.0246 -1.1057 -7.4763  0.21
229 H -0.3662 -1.0837 -5.7595  0.17
230 H 0.6848 -0.6561 -7.1783  0.46
231 H -2.6325 0.2542 -6.2002  0.01
232 H -2.3346 1.9966 -5.9827  -0.54
233 H -1.7117 0.8580 -4.7767  0.08
234 H 1.1958 2.0755 -9.8504  0.32
235 H 0.7633 0.3692 -9.4886  0.32
236 H -0.3093 1.6775 -9.0518  0.34
237 H 3.2252 2.1636 -8.6187  0.31
238 H 3.3053 1.5330 -6.9340  0.26
239 H 3.0787 0.4265 -8.3008  0.34
240 H -0.3375 4.7794 -4.9004  0.20
241 H 1.1680 4.0062 -4.8097  0.36
242 H 0.9158 5.1661 -6.1343  0.31
243 H -1.3502 2.8933 -7.9256  0.27
244 H -0.3015 4.2752 -8.3270  0.23
245 H -1.6919 4.3699 -7.1168  0.31
246 O -1.8521 3.2839 4.6138  -1.02
247 P -2.7820 4.0999 3.8243  0.36
248 N -3.0234 5.4898 4.5883  0.35
249 C -3.9182 6.5274 4.1078  -0.81
250 C -2.5061 5.6192 5.8788  -1.03
251 N -4.2866 3.5704 3.5581  0.69
252 C -4.5089 2.4986 2.6480  -0.42
253 C -5.2377 3.5496 4.6593  -1.26
254 N -2.3217 4.4528 2.2455  1.15
255 C -0.9479 4.7527 1.9748  -1.76
256 C -3.1674 5.0859 1.2676  -1.42
257 H -3.6842 6.8856 3.1327  0.21
258 H -3.9813 7.4000 4.7787  0.37
259 H -4.9907 6.2597 3.9670  0.30
260 H -1.4351 5.8091 5.9435  0.27
261 H -2.7070 4.7021 6.4470  0.34
262 H -2.9351 6.4951 6.3691  0.31
263 H -4.5647 1.4609 3.0937  0.19
264 H -5.4542 2.6817 2.0973  0.22
265 H -3.7248 2.4829 1.8974  -0.12
266 H -5.2269 4.4486 5.2368  0.43
267 H -6.2586 3.5500 4.2030  0.37
268 H -5.1785 2.7089 5.3344  0.26
269 H -0.3070 4.1423 2.6436  0.43
270 H -0.6227 4.4838 0.9668  0.45
271 H -0.7220 5.8304 2.1459  0.40
272 H -4.1857 5.2423 1.6324  0.48
273 H -3.2186 4.5065 0.3417  0.29
274 H -2.7817 6.1099 0.9866  0.21

## Properties
HOMO-LUMO gap   0.318 Ha
SMILES string   CN(C)P(=O)(N(C)C)N(C)C.CN(C)P(=O)(N(C)C)N(C)C.CN(C)P(=O)(N(C)C)N(C)C.CN(C)P(=O)(N(C)C)N(C)C.CN(C)P(=O)(N(C)C)N(C)C.CN(C)P(=O)(N(C)C)N(C)C.CC1(C)CCCC(C)(C)N1O.CC1(C)CCCC(C)(C)N1O.CC1(C)CCCC(C)(C)N1O.c1cc[nH]c1
Highest occupied orbital energy   -8.3 eV

***

Here is a structure of composition C67H49ClI4N4O3SiY at a distorted geometry from OMol25. Energies are from ωB97M-V with the def2-TZVPD basis set.

Last column: Mulliken charge in e.
Positions of all 130 atoms, in Å:
1 Y 0.2883 -0.4920 -0.3639  -0.80
2 I -6.3642 -4.5852 -6.0067  0.01
3 C -4.6549 -3.7919 -5.0324  -0.20
4 C -3.6397 -3.2425 -5.7914  -0.81
5 C -2.5356 -2.7050 -5.1578  -0.36
6 C -2.4437 -2.6880 -3.7654  -0.04
7 C -3.4731 -3.2859 -3.0291  0.09
8 C -4.5741 -3.8335 -3.6525  -0.88
9 C -1.3171 -2.1105 -3.0269  1.22
10 C -0.8701 -0.8101 -3.3064  0.10
11 C -1.2168 -0.0167 -4.4602  -1.80
12 C -0.3818 1.0528 -4.4687  -1.50
13 C 0.4101 0.9811 -3.2728  0.74
14 C 1.3567 1.9266 -2.8803  0.92
15 C 1.7431 2.9668 -3.8656  -0.56
16 C 2.9549 2.8161 -4.5367  -0.07
17 C 3.3811 3.7487 -5.4635  -0.73
18 C 2.5885 4.8517 -5.7172  -0.10
19 I 3.2318 6.2956 -7.1335  0.03
20 C 1.3871 5.0323 -5.0619  -0.88
21 C 0.9665 4.0867 -4.1423  0.30
22 C 2.0493 1.9570 -1.6530  0.53
23 N 1.9884 1.0050 -0.6682  0.35
24 C 2.8584 1.3924 0.3084  0.09
25 C 3.1722 0.6204 1.4594  1.67
26 C 3.9508 1.2271 2.5467  0.13
27 C 3.4419 1.1418 3.8480  0.30
28 C 4.1115 1.6862 4.9237  -1.07
29 C 5.2967 2.3630 4.6981  -0.24
30 I 6.3143 3.2514 6.3346  0.02
31 C 5.8300 2.4721 3.4269  -0.87
32 C 5.1674 1.8870 2.3641  -0.72
33 C 2.8172 -0.7271 1.6293  0.55
34 C 3.4441 -1.6093 2.5833  -1.80
35 C 3.0471 -2.8679 2.2784  -1.78
36 C 2.1523 -2.7656 1.1573  0.47
37 N 1.9958 -1.4487 0.8173  0.77
38 C 1.5841 -3.8560 0.4954  1.27
39 C 0.6576 -3.7849 -0.5621  0.45
40 C 0.1147 -4.9065 -1.2588  -1.57
41 C -0.7481 -4.4098 -2.1918  -2.03
42 C -0.6927 -2.9847 -2.0917  0.29
43 N 0.1646 -2.6264 -1.1045  0.99
44 C 2.1053 -5.1963 0.8331  -0.21
45 C 1.2914 -6.2301 1.2861  -0.38
46 C 1.8138 -7.4900 1.5223  -0.62
47 C 3.1604 -7.7145 1.3060  -0.14
48 I 3.9708 -9.6463 1.6599  0.03
49 C 3.9932 -6.7068 0.8572  -0.80
50 C 3.4592 -5.4543 0.6251  -0.14
51 C 3.4287 2.6592 -0.0323  -1.78
52 C 2.9320 3.0033 -1.2581  -1.91
53 N 0.0790 -0.1517 -2.5794  -0.11
54 H -3.6998 -3.2485 -6.8694  0.40
55 H -1.7200 -2.3253 -5.7540  0.70
56 H -3.4052 -3.3104 -1.9514  0.59
57 H -5.3568 -4.2897 -3.0664  0.42
58 H -1.9805 -0.2400 -5.1808  0.70
59 H -0.3209 1.8292 -5.2082  0.57
60 H 3.5657 1.9506 -4.3254  0.51
61 H 4.3172 3.6166 -5.9850  0.39
62 H 0.7807 5.9013 -5.2655  0.41
63 H 0.0296 4.2331 -3.6253  0.55
64 H 2.4968 0.6467 4.0134  0.48
65 H 3.7027 1.5904 5.9202  0.43
66 H 6.7587 3.0011 3.2617  0.42
67 H 5.6211 1.9235 1.3860  0.67
68 H 4.1435 -1.3148 3.3431  0.57
69 H 3.3197 -3.7790 2.7779  0.66
70 H 0.3605 -5.9368 -1.0830  0.59
71 H -1.3282 -4.9688 -2.9014  0.52
72 H 0.2410 -6.0435 1.4529  0.66
73 H 1.1709 -8.2882 1.8626  0.37
74 H 5.0415 -6.8918 0.6752  0.38
75 H 4.0913 -4.6630 0.2526  0.53
76 H 4.0905 3.2396 0.5822  0.65
77 H 3.1314 3.8996 -1.8187  0.62
78 Cl -2.7426 -4.3425 4.9703  -0.28
79 C -2.4354 -3.2336 3.6657  -0.12
80 C -3.3472 -3.1541 2.6167  -1.00
81 C -3.0789 -2.3088 1.5559  -0.68
82 C -1.9179 -1.5193 1.5064  1.14
83 O -1.6205 -0.8157 0.4614  0.31
84 C -1.0443 -1.5280 2.6641  1.03
85 C 0.0357 -0.6609 2.7516  -1.45
86 O 0.1017 0.5676 2.0642  0.33
87 C -1.3118 -2.4477 3.7079  -1.44
88 H -4.2444 -3.7530 2.6364  0.45
89 H -3.7622 -2.2663 0.7184  0.40
90 H 0.7024 -0.7173 3.6054  0.49
91 H -0.6351 -2.4934 4.5483  0.59
92 C 0.2337 6.0478 1.2964  -0.79
93 C 1.1788 5.0511 1.1236  -0.37
94 C 0.9432 3.7818 1.6237  -0.15
95 C -0.2416 3.4754 2.2847  0.42
96 C -1.1687 4.4972 2.4725  -0.65
97 C -0.9364 5.7741 1.9886  -0.64
98 Si -0.5506 1.7633 3.0098  1.64
99 C -2.3847 1.4153 3.3172  0.13
100 C -2.8649 1.1210 4.5891  -1.00
101 C -4.1929 0.7998 4.8012  -0.61
102 C -5.0787 0.7963 3.7372  -0.65
103 C -4.6233 1.0936 2.4633  -0.85
104 C -3.2873 1.3888 2.2557  0.49
105 H 0.4066 7.0342 0.8895  0.36
106 H 2.0997 5.2652 0.6002  0.43
107 H 1.6817 3.0076 1.4938  0.32
108 H -2.0892 4.2825 2.9989  0.41
109 H -1.6657 6.5613 2.1356  0.37
110 H 0.1456 1.6916 4.3133  -0.77
111 H -2.1836 1.1454 5.4262  0.38
112 H -4.5410 0.5403 5.7914  0.42
113 H -6.1202 0.5539 3.8976  0.38
114 H -5.3187 1.0818 1.6322  0.45
115 H -2.9232 1.5897 1.2589  0.59
116 C -3.7360 0.1463 -1.4592  0.26
117 C -3.0346 1.4582 -1.7491  -1.06
118 O -1.8828 1.5795 -0.9245  0.36
119 C -1.2265 2.8195 -1.0895  1.63
120 C -2.0498 4.0459 -0.6974  -1.90
121 H -4.5825 0.0240 -2.1307  0.65
122 H -4.0803 0.1321 -0.4298  -0.26
123 H -3.0411 -0.6774 -1.5899  -0.81
124 H -3.7243 2.2874 -1.5392  0.58
125 H -2.7388 1.5096 -2.8092  0.45
126 H -0.9043 2.9284 -2.1349  -0.22
127 H -0.3398 2.7644 -0.4516  -1.16
128 H -2.8000 4.2852 -1.4482  0.54
129 H -1.3771 4.8945 -0.6055  0.54
130 H -2.5416 3.8951 0.2611  0.20

## Properties
HOMO-LUMO gap (alpha / beta)   0.195 / 0.158 Ha
Total charge   -1
Highest occupied orbital energy (alpha / beta)   -4.2 / -2.8 eV